Below is 3 unconnected molecules or ions with the total composition C20H40O13 at a distorted geometry, with properties calculated with ωB97M-V/def2-TZVPD.

The total energy is -48002.485 eV. The calculation puts the orbital gap at 0.350 Eh. Its energy above the lowest of the compared OMol25 structures with the same formula, charge and spin is 14.2 kcal/mol. The value obtained for the HOMO energy is -0.3419 Eh. As for the SMILES: O=C(O)CCCOC(=O)OCCC(=O)O.COCCOCCOC.COCCOCCOC.

```
73
Properties=species:S:1:pos:R:3:forces:R:3:lowdin_charge:R:1
O 4.692158 10.000822 -1.994832 1.148 2.274 1.947 0.173
C 4.151353 9.208294 -2.646027 -1.123 -2.013 -1.742 -0.538
O 4.642728 8.923648 -3.904317 0.203 -0.228 -0.011 0.072
C 2.880068 8.471087 -2.270277 0.494 -0.344 0.093 -0.092
C 2.785689 8.127240 -0.770201 -0.647 0.077 0.282 -0.134
C 2.513025 6.629924 -0.547285 -0.296 0.446 -1.488 -0.162
O 1.703217 6.393908 0.610679 1.343 -0.175 -0.945 0.063
C 2.376829 5.953848 1.677944 0.153 -0.408 -0.796 -0.620
O 2.075458 6.324868 2.735277 -1.148 1.001 3.398 0.205
O 3.361775 5.053408 1.502860 0.379 -0.361 -1.184 0.018
C 3.183915 3.878411 2.292965 -0.505 -1.052 0.615 -0.145
C 4.387765 2.941011 2.197591 -0.144 0.979 -0.726 -0.048
C 5.620535 3.752142 2.550066 -1.280 -0.921 -2.675 -0.574
O 5.974591 3.946524 3.638573 1.263 0.509 3.640 0.162
O 6.252826 4.252537 1.476973 0.388 -0.360 -0.929 0.111
H 4.779955 7.971002 -3.991771 -0.336 0.090 -0.192 0.108
H 2.801548 7.577005 -2.896595 -0.024 0.024 0.082 0.111
H 2.042796 9.107336 -2.562779 0.087 0.048 -0.060 0.134
H 3.647869 8.471133 -0.197606 0.079 0.008 -0.206 0.121
H 1.926691 8.676417 -0.380275 0.060 -0.116 0.205 0.123
H 1.921997 6.304001 -1.408415 -0.080 -0.208 0.216 0.122
H 3.443926 6.060613 -0.572095 -0.169 -0.120 0.388 0.133
H 2.277505 3.374931 1.938840 0.154 -0.114 -0.039 0.135
H 3.028164 4.078666 3.354769 0.056 0.625 -0.134 0.137
H 4.467390 2.523677 1.195360 0.061 -0.052 0.038 0.120
H 4.261487 2.157461 2.937618 0.012 -0.055 0.007 0.134
H 7.170247 4.440128 1.722602 -0.169 0.378 0.182 0.129
C -0.553647 1.461723 -2.734441 0.014 -0.148 0.026 -0.111
O 0.092761 0.460161 -1.980654 -0.091 0.179 0.189 -0.200
C 1.431189 0.805294 -1.664492 -0.161 -0.354 -0.157 -0.204
C 1.916268 0.026095 -0.459150 0.133 0.142 0.061 -0.179
O 1.445601 0.542041 0.781315 -0.039 -0.022 -0.078 -0.141
C 0.076259 0.301468 1.091921 0.058 0.102 0.240 -0.179
C -0.218080 -1.133153 1.477117 -0.227 -0.059 -0.372 -0.202
O -0.315962 -1.948885 0.319899 0.260 -0.006 -0.021 -0.207
C -0.095831 -3.313503 0.608226 -0.108 0.118 -0.096 -0.107
H -0.055323 1.610121 -3.699052 -0.014 0.104 -0.007 0.088
H -1.578171 1.138910 -2.912066 0.042 -0.062 -0.008 0.089
H -0.580916 2.407520 -2.180631 0.052 0.055 -0.081 0.087
H 1.512537 1.879858 -1.460056 0.026 0.012 0.026 0.124
H 2.057912 0.556799 -2.532044 0.158 0.132 0.056 0.129
H 3.003414 0.127951 -0.416352 -0.010 0.056 0.033 0.124
H 1.695002 -1.037624 -0.554501 -0.173 0.030 -0.111 0.122
H -0.576847 0.645496 0.288999 -0.017 -0.203 -0.089 0.122
H -0.129388 0.926789 1.964359 0.068 -0.024 0.013 0.127
H -1.178402 -1.180458 2.006904 0.066 0.069 0.192 0.128
H 0.575749 -1.502346 2.136863 0.003 0.037 0.043 0.128
H 0.905928 -3.463734 1.026851 -0.046 -0.050 0.109 0.088
H -0.163768 -3.868606 -0.325958 -0.072 0.044 0.004 0.088
H -0.854765 -3.689540 1.302743 0.076 -0.106 0.049 0.088
C -3.297269 -9.472620 1.084688 0.025 0.111 -0.108 -0.114
O -3.837101 -8.468663 0.254527 -0.084 0.067 0.250 -0.202
C -5.153387 -8.778081 -0.175951 0.323 0.129 -0.214 -0.204
C -5.893238 -7.521734 -0.587235 -0.161 -0.056 0.059 -0.181
O -6.386116 -6.763732 0.511226 0.110 -0.006 -0.039 -0.128
C -5.429670 -6.025334 1.261894 -0.205 0.074 0.083 -0.181
C -4.909271 -4.796470 0.545316 0.394 -0.188 -0.031 -0.203
O -3.916106 -5.155208 -0.403560 -0.176 -0.078 -0.170 -0.207
C -3.761100 -4.176709 -1.408676 0.084 -0.088 0.132 -0.111
H -3.212217 -10.423383 0.546559 -0.023 -0.065 0.084 0.088
H -2.303901 -9.152500 1.395424 -0.004 0.020 -0.073 0.087
H -3.912798 -9.607304 1.981640 -0.016 -0.112 -0.022 0.088
H -5.709592 -9.282838 0.622423 -0.036 0.009 -0.001 0.127
H -5.075900 -9.451724 -1.040414 -0.192 -0.075 0.023 0.128
H -6.782104 -7.829885 -1.142326 -0.032 -0.004 0.064 0.127
H -5.291335 -6.904720 -1.255908 0.181 -0.058 0.077 0.121
H -4.615754 -6.665965 1.604535 0.138 0.062 -0.161 0.121
H -5.968905 -5.685836 2.149670 -0.051 0.003 -0.052 0.127
H -4.450302 -4.114326 1.273279 -0.174 0.091 0.076 0.126
H -5.742574 -4.285859 0.048957 -0.038 0.008 0.039 0.128
H -4.698811 -4.033671 -1.957940 -0.005 0.116 0.025 0.088
H -3.004651 -4.530033 -2.107885 0.028 -0.017 0.072 0.088
H -3.430925 -3.225824 -0.975681 -0.041 0.080 -0.100 0.087
```
Positions in Å, forces in eV/Å.